No. 1
79
Properties=species:S:1:pos:R:3:lowdin_charge:R:1 method="wB97M-V/def2-TZVPD" multiplicity=1 homo_lumo_gap_ha=0.2883 total_charge=+2
Zn 0.664 -0.024 -0.032 0.383
C -1.929 2.194 1.931 -0.342
C -2.776 1.948 0.682 -0.351
C -2.102 2.345 -0.642 -0.350
Sb -1.249 0.706 -1.770 1.495
C -0.556 1.721 -3.510 -0.385
C -0.986 1.358 -4.780 -0.117
C -0.504 2.045 -5.886 -0.058
C 0.401 3.084 -5.724 -0.057
C 0.834 3.440 -4.454 -0.070
C 0.360 2.755 -3.347 -0.148
C -3.002 -0.298 -2.445 -0.387
C -3.975 0.447 -3.103 -0.126
C -5.121 -0.182 -3.563 -0.055
C -5.295 -1.546 -3.368 -0.051
C -4.320 -2.286 -2.714 -0.067
C -3.169 -1.665 -2.251 -0.140
Sb -0.311 0.802 2.317 1.500
C -1.366 -0.982 2.820 -0.384
C -2.140 -1.596 1.836 -0.173
C -2.806 -2.782 2.111 -0.076
C -2.684 -3.368 3.363 -0.059
C -1.898 -2.769 4.338 -0.055
C -1.239 -1.577 4.071 -0.111
C 0.378 1.486 4.211 -0.392
C -0.571 1.674 5.210 -0.134
C -0.168 2.131 6.455 -0.056
C 1.173 2.401 6.697 -0.052
C 2.114 2.209 5.696 -0.066
C 1.721 1.751 4.447 -0.133
H -2.555 2.157 2.823 0.064
H -1.470 3.184 1.892 0.066
H -3.679 2.554 0.789 0.119
H -3.128 0.912 0.658 0.079
H -1.305 3.073 -0.471 0.056
H -2.821 2.811 -1.316 0.062
H -1.695 0.549 -4.910 0.099
H -0.839 1.769 -6.877 0.117
H 0.767 3.622 -6.589 0.116
H 1.536 4.255 -4.329 0.112
H 0.692 3.041 -2.353 0.079
H -3.841 1.512 -3.261 0.106
H -5.878 0.394 -4.078 0.118
H -6.191 -2.033 -3.728 0.118
H -4.454 -3.350 -2.569 0.113
H -2.407 -2.249 -1.747 0.087
H -2.240 -1.145 0.852 0.056
H -3.427 -3.242 1.352 0.111
H -3.205 -4.291 3.579 0.116
H -1.799 -3.230 5.312 0.117
H -0.630 -1.111 4.835 0.097
H -1.618 1.458 5.023 0.104
H -0.902 2.276 7.236 0.117
H 1.482 2.763 7.667 0.117
H 3.159 2.415 5.890 0.114
H 2.460 1.602 3.669 0.092
Se 7.255 -3.342 -1.738 1.237
N 6.739 -1.666 -1.689 -0.216
C 5.479 -1.652 -1.327 -0.334
C 4.696 -0.447 -1.161 -0.064
C 5.224 0.829 -1.381 0.054
C 4.424 1.931 -1.175 0.000
C 3.112 1.733 -0.763 -0.097
N 2.593 0.528 -0.565 0.014
C 3.362 -0.565 -0.754 -0.128
C 2.763 -1.875 -0.510 -0.129
N 1.470 -1.920 -0.123 0.015
C 0.901 -3.094 0.126 -0.080
C 1.580 -4.299 -0.005 0.003
C 2.896 -4.278 -0.409 0.054
C 3.511 -3.047 -0.665 -0.065
C 4.893 -2.939 -1.078 -0.334
N 5.692 -3.965 -1.243 -0.216
H 6.253 0.914 -1.705 0.135
H 4.790 2.936 -1.324 0.126
H 2.460 2.579 -0.582 0.117
H -0.133 -3.072 0.449 0.110
H 1.067 -5.225 0.212 0.126
H 3.479 -5.181 -0.533 0.135

=====

No. 2
47
Properties=species:S:1:pos:R:3:lowdin_charge:R:1 method="wB97M-V/def2-TZVPD" multiplicity=4 s2=3.75 homo_lumo_gap_ha="0.1195 / 0.1641" total_charge=-2
V 1.374 -0.360 0.249 0.849
O 1.144 1.849 0.613 -0.405
C 2.378 2.406 0.185 -0.406
C 3.305 1.558 -0.696 -0.446
O 3.383 0.162 -0.630 -0.365
H 2.901 2.620 1.143 0.078
H 2.200 3.438 -0.186 0.062
H 4.297 2.034 -0.506 0.073
H 3.151 1.787 -1.781 0.061
O 1.118 -2.526 -0.274 -0.376
C 1.708 -3.186 0.793 -0.441
C 1.588 -2.564 2.216 -0.433
O 1.921 -1.207 2.334 -0.384
H 2.801 -3.316 0.663 0.083
H 1.306 -4.220 0.884 0.069
H 2.207 -3.133 2.936 0.075
H 0.524 -2.671 2.537 0.041
C -0.930 3.573 -2.241 -0.217
C 0.507 3.437 -2.756 -0.240
C 0.691 2.109 -3.473 -0.192
S -0.408 0.960 -2.545 0.719
O 0.441 0.166 -1.706 -0.342
O -1.447 0.357 -3.370 -0.342
C -1.216 2.230 -1.554 -0.228
H -1.568 3.631 -3.138 0.101
H -1.165 4.451 -1.647 0.106
H 1.189 3.589 -1.913 0.087
H 0.747 4.297 -3.392 0.104
H 1.686 1.694 -3.586 0.094
H 0.264 2.263 -4.469 0.090
H -0.619 2.291 -0.628 0.081
H -2.225 1.999 -1.227 0.100
C -1.942 -3.183 2.315 -0.223
C -1.966 -1.823 3.036 -0.241
C -2.923 -0.924 2.272 -0.240
S -2.271 -1.075 0.620 0.683
O -1.035 -0.360 0.638 -0.314
O -3.240 -0.888 -0.427 -0.333
C -1.941 -2.895 0.798 -0.166
H -2.803 -3.772 2.643 0.097
H -1.063 -3.732 2.653 0.091
H -0.966 -1.384 3.080 0.109
H -2.337 -1.969 4.055 0.108
H -2.963 0.096 2.645 0.106
H -3.912 -1.394 2.269 0.099
H -1.045 -3.089 0.202 0.084
H -2.845 -3.327 0.369 0.083

=====

No. 3
94
Properties=species:S:1:pos:R:3:lowdin_charge:R:1 method="wB97M-V/def2-TZVPD" multiplicity=6 s2=8.80 homo_lumo_gap_ha="0.3060 / 0.2401" total_charge=+2
Fe -0.804 1.362 0.585 0.841
C -1.845 4.443 -0.880 -0.040
O -2.212 3.347 -0.036 -0.282
C -2.730 3.766 1.215 -0.166
C -1.611 4.367 2.024 -0.143
O -0.475 3.509 1.829 -0.203
C 0.296 3.350 3.019 -0.136
C -0.424 2.403 3.950 -0.176
O -0.876 1.307 3.163 -0.309
C -1.711 0.440 3.933 -0.076
H -1.702 4.053 -1.885 0.091
H -0.920 4.914 -0.542 0.102
H -2.647 5.182 -0.905 0.113
H -3.562 4.464 1.092 0.148
H -3.095 2.860 1.704 0.120
H -1.345 5.373 1.696 0.142
H -1.903 4.416 3.074 0.136
H 1.254 2.940 2.705 0.114
H 0.470 4.310 3.507 0.151
H 0.261 2.058 4.732 0.144
H -1.279 2.875 4.444 0.133
H -1.195 0.116 4.838 0.107
H -2.635 0.951 4.216 0.111
H -1.933 -0.435 3.332 0.072
N -2.667 0.164 0.846 -0.004
C -3.838 0.321 -0.056 -0.202
C -3.423 0.063 -1.490 -0.160
C -2.668 1.241 -2.066 -0.200
N -1.284 1.268 -1.532 -0.004
H -2.361 -0.806 0.811 0.091
H -2.982 0.322 1.798 0.066
H -4.207 1.343 0.052 0.115
H -4.646 -0.350 0.239 0.127
H -4.305 -0.144 -2.096 0.134
H -2.791 -0.830 -1.537 0.091
H -3.160 2.168 -1.781 0.103
H -2.649 1.188 -3.156 0.132
H -0.808 0.428 -1.853 0.038
H -0.790 2.044 -1.967 0.089
C 2.917 -0.705 3.804 -0.082
C 1.486 -0.668 3.257 -0.526
C 0.677 -1.899 3.696 -0.101
P 1.216 -0.299 1.461 1.109
C 2.536 0.975 1.086 -0.524
C 3.889 0.381 0.699 -0.084
C 2.072 1.943 -0.007 -0.115
C 1.789 -1.766 0.530 -0.263
C 2.511 -2.785 1.119 -0.039
C 2.957 -3.912 0.417 -0.220
C 3.741 -4.990 1.102 -0.021
C 2.666 -4.002 -0.951 -0.002
C 1.922 -3.036 -1.570 0.028
C 1.432 -1.899 -0.853 -0.305
N 0.701 -0.950 -1.433 0.124
C 0.132 -1.260 -2.703 -0.274
C -0.876 -2.229 -2.814 -0.223
C -1.382 -2.996 -1.614 -0.036
C -1.435 -2.465 -4.064 0.005
C -1.016 -1.786 -5.203 -0.249
C -1.618 -2.096 -6.547 -0.034
C -0.029 -0.819 -5.057 0.009
C 0.544 -0.532 -3.823 -0.210
C 1.617 0.520 -3.699 -0.026
H 2.867 -0.853 4.884 0.095
H 3.451 0.228 3.629 0.075
H 3.521 -1.514 3.401 0.067
H 1.016 0.206 3.709 0.065
H 1.179 -2.828 3.437 0.072
H -0.312 -1.930 3.236 0.060
H 0.547 -1.894 4.779 0.092
H 2.646 1.532 2.022 0.087
H 3.823 -0.128 -0.265 0.084
H 4.253 -0.338 1.430 0.070
H 4.632 1.174 0.608 0.095
H 1.963 1.420 -0.958 0.052
H 2.788 2.755 -0.143 0.103
H 1.110 2.432 0.229 0.030
H 2.765 -2.729 2.164 0.077
H 3.852 -4.797 2.167 0.083
H 4.734 -5.080 0.660 0.099
H 3.252 -5.957 0.974 0.097
H 3.036 -4.847 -1.520 0.132
H 1.706 -3.107 -2.627 0.131
H -0.838 -3.934 -1.481 0.093
H -2.434 -3.252 -1.744 0.087
H -1.264 -2.426 -0.690 0.058
H -2.216 -3.214 -4.152 0.131
H -2.691 -1.901 -6.549 0.088
H -1.483 -3.150 -6.794 0.091
H -1.160 -1.502 -7.335 0.081
H 0.322 -0.282 -5.931 0.124
H 1.919 0.880 -4.680 0.087
H 2.503 0.134 -3.192 0.083
H 1.265 1.382 -3.123 0.060

=====

No. 4
20
Properties=species:S:1:pos:R:3:lowdin_charge:R:1 method="wB97M-V/def2-TZVPD" multiplicity=1 smiles="CC/C=C(/C)N.O" homo_lumo_gap_ha=0.3464 total_charge=0
C 2.728 0.937 0.517 -0.117
C 1.432 1.725 0.593 -0.257
N -0.747 0.364 -0.936 0.050
C -0.486 0.090 0.466 -0.378
C 0.309 0.885 1.198 -0.082
C -0.884 -1.287 0.899 -0.065
H 2.765 -0.108 0.183 0.073
H 3.471 1.377 -0.154 0.068
H 3.157 0.867 1.526 0.074
H 1.087 2.081 -0.376 0.085
H 1.593 2.623 1.199 0.102
H -1.476 1.033 -1.133 0.077
H 0.098 0.635 -1.419 0.060
H 0.363 0.798 2.281 0.104
H -1.716 -1.761 0.395 0.057
H -0.014 -1.921 0.688 0.083
H -1.051 -1.377 1.971 0.074
H -2.955 -2.770 -2.393 0.022
H -4.115 -1.811 -2.473 0.039
O -3.559 -2.382 -3.032 -0.068

=====

No. 5
44
Properties=species:S:1:pos:R:3:lowdin_charge:R:1 method="wB97M-V/def2-TZVPD" multiplicity=1 homo_lumo_gap_ha=0.2386 total_charge=0
Rh -0.023 -0.455 0.643 0.541
C -2.914 1.012 0.487 -0.200
C -2.918 -0.174 -0.466 -0.186
N -1.908 -1.203 -0.099 -0.161
C -1.654 -2.107 -1.239 -0.194
C -0.542 -1.543 -2.119 -0.190
N 0.627 -1.425 -1.247 -0.191
C 1.941 -1.122 -1.835 -0.186
C 2.430 0.275 -1.492 -0.166
C 2.881 0.408 -0.032 -0.165
N 1.804 0.511 0.981 -0.181
C 1.449 1.919 1.280 -0.216
C 0.567 2.501 0.182 -0.170
N -0.550 1.565 -0.112 -0.135
C -1.915 2.100 0.111 -0.192
H -2.655 0.639 1.479 0.015
H -3.910 1.449 0.565 0.121
H -2.684 0.144 -1.487 0.114
H -3.904 -0.643 -0.505 0.127
H -2.235 -1.741 0.704 0.114
H -2.567 -2.270 -1.817 0.126
H -1.331 -3.069 -0.838 0.110
H -0.798 -0.567 -2.544 0.112
H -0.360 -2.223 -2.959 0.127
H 0.724 -2.333 -0.795 -0.004
H 1.928 -1.301 -2.914 0.122
H 2.647 -1.832 -1.400 0.127
H 1.666 1.015 -1.740 0.087
H 3.289 0.507 -2.127 0.120
H 3.504 1.301 0.069 0.120
H 3.504 -0.449 0.229 0.130
H 2.119 0.069 1.861 -0.001
H 2.345 2.525 1.439 0.127
H 0.880 1.895 2.206 0.047
H 1.118 2.716 -0.733 0.109
H 0.167 3.452 0.536 0.121
H -0.478 1.249 -1.072 0.090
H -2.232 2.642 -0.786 0.125
H -1.867 2.820 0.929 0.121
S 2.347 -1.102 4.106 -0.101
As 0.428 -1.746 3.577 -0.481
S 0.557 -2.510 1.448 0.121
S -0.695 0.041 2.782 0.154
S -0.783 -2.940 4.746 -0.108

=====

No. 6
58
Properties=species:S:1:pos:R:3:lowdin_charge:R:1 method="wB97M-V/def2-TZVPD" multiplicity=2 s2=1.08 homo_lumo_gap_ha="0.2132 / 0.2071" total_charge=-2
Mn 0.259 0.057 0.885 0.574
N -1.277 1.829 3.325 0.126
C -1.110 0.475 3.555 -0.488
N -1.489 -0.124 4.673 -0.007
N -1.109 -1.409 4.494 -0.134
N -0.538 -1.558 3.350 -0.074
N -0.522 -0.363 2.710 -0.055
C -1.262 2.384 2.056 -0.481
N -1.820 3.554 1.785 -0.004
N -1.560 3.740 0.474 -0.122
N -0.888 2.748 0.001 -0.069
N -0.671 1.849 0.992 -0.053
H -1.895 2.290 3.970 0.119
C 0.995 -4.237 1.232 -0.058
C 1.816 -3.300 0.388 -0.292
C 2.570 -3.765 -0.693 -0.068
C 3.255 -2.851 -1.491 -0.309
C 4.037 -3.330 -2.691 -0.070
C 3.187 -1.489 -1.241 -0.014
C 2.451 -0.974 -0.144 -0.299
C 1.807 -1.950 0.668 -0.053
N 2.157 0.301 0.201 -0.033
C 2.842 1.490 -0.298 -0.630
C 4.370 1.359 -0.419 -0.066
C 2.256 1.930 -1.644 -0.044
C 2.588 2.584 0.742 -0.069
H 1.306 -5.275 1.090 0.061
H -0.061 -4.155 0.964 0.072
H 1.055 -3.982 2.291 0.068
H 2.610 -4.827 -0.918 0.092
H 3.955 -4.412 -2.809 0.061
H 5.097 -3.077 -2.601 0.068
H 3.670 -2.861 -3.608 0.067
H 3.649 -0.825 -1.958 0.091
H 1.326 -1.609 1.590 0.076
H 4.690 0.790 -1.291 0.053
H 4.791 0.890 0.475 0.082
H 4.798 2.361 -0.518 0.068
H 2.397 1.144 -2.392 0.072
H 2.741 2.845 -2.005 0.075
H 1.185 2.118 -1.546 0.055
H 3.026 2.292 1.700 0.078
H 1.518 2.733 0.885 0.045
H 3.028 3.535 0.423 0.073
Cl 0.616 -0.156 -6.078 0.544
C 0.095 -0.393 -4.408 -0.694
C 0.440 -1.555 -3.742 -0.134
C 0.033 -1.735 -2.429 -0.053
C -0.730 -0.777 -1.743 -0.305
C -1.125 -0.946 -0.344 -0.189
C -1.051 0.392 -2.462 -0.066
C -0.648 0.588 -3.771 -0.138
H 1.037 -2.311 -4.236 0.089
H 0.336 -2.638 -1.912 0.100
H -1.187 -1.998 -0.052 0.038
H -2.075 -0.445 -0.142 0.043
H -1.598 1.179 -1.956 0.088
H -0.896 1.505 -4.291 0.094

=====

Number 1: total energy -6385.1664 hartree. Number 2: total energy -2813.8197 hartree. Number 3: total energy -3208.7690 hartree. Number 4: total energy -328.2498 hartree. Number 5: total energy -4553.6165 hartree. Number 6: total energy -2973.9922 hartree.